1 | Density functional theory data (wB97M-V/def2-TZVPD) for C14H22N2O4S in the gas phase.

The geometry in XYZ format:
```
43
C14H22N2O4S, DFT wB97M-V/def2-TZVPD
C -0.774 4.356 0.808
C -0.928 3.092 1.156
C -0.443 1.943 0.325
N 0.810 1.424 0.845
C 1.725 0.765 -0.065
C 1.243 -0.567 -0.585
C 1.555 -1.724 0.117
C 1.119 -2.951 -0.337
C 0.354 -3.030 -1.488
C 0.020 -1.889 -2.205
O -0.766 -1.913 -3.329
C -1.194 -3.156 -3.829
C 0.488 -0.636 -1.761
O 0.240 0.559 -2.379
C 0.045 0.612 -3.777
S 0.934 1.177 2.465
O 2.000 0.244 2.692
O 1.013 2.438 3.133
N -0.564 0.505 2.878
C -0.920 0.734 4.262
C -0.668 -0.879 2.480
H -1.124 5.163 1.428
H -0.283 4.636 -0.109
H -1.410 2.827 2.084
H -1.207 1.152 0.303
H -0.255 2.272 -0.699
H 1.910 1.446 -0.901
H 2.645 0.620 0.501
H 2.139 -1.637 1.020
H 1.367 -3.854 0.200
H 0.011 -3.996 -1.821
H -1.762 -2.926 -4.729
H -1.844 -3.676 -3.117
H -0.349 -3.800 -4.090
H 0.185 1.659 -4.046
H 0.779 0.001 -4.307
H -0.960 0.295 -4.059
H -1.993 0.575 4.384
H -0.376 0.068 4.941
H -0.669 1.764 4.499
H -0.419 -0.958 1.425
H -1.693 -1.217 2.636
H 0.017 -1.518 3.049
```

As for the total charge: 0. As for the SMILES: C=CCN(Cc1cccc(OC)c1OC)S(=O)(=O)N(C)C. The calculation puts the HOMO-LUMO gap at 9.086 eV. The calculation puts the LUMO energy at 0.6 eV.

2 | Density functional theory data (wB97M-V/def2-TZVPD) for C14H22N2O4S in the gas phase.

The geometry in XYZ format:
```
43
C14H22N2O4S, DFT wB97M-V/def2-TZVPD
C 0.416 -2.709 2.607
C -0.402 -1.668 3.363
C 0.432 -0.464 3.758
S 0.737 0.622 2.333
O 1.420 -0.098 1.291
O 1.366 1.814 2.829
N -0.840 0.931 1.823
C -1.399 2.203 2.242
C -0.928 3.375 1.377
C -1.128 3.080 -0.110
C -0.432 1.764 -0.444
C -0.562 1.326 -1.893
O -1.511 1.581 -2.600
N 0.491 0.573 -2.294
C 0.464 -0.220 -3.498
C 0.416 -1.683 -3.178
C 0.646 -2.362 -2.017
C 0.457 -3.735 -2.320
C 0.131 -3.784 -3.638
O 0.103 -2.547 -4.165
C -1.059 0.659 0.421
H 1.177 -3.139 3.254
H 0.910 -2.248 1.757
H -0.226 -3.511 2.251
H -0.826 -2.122 4.263
H -1.228 -1.319 2.741
H -0.075 0.175 4.474
H 1.409 -0.744 4.144
H -1.099 2.360 3.278
H -2.489 2.107 2.196
H 0.132 3.539 1.576
H -1.476 4.273 1.665
H -0.710 3.889 -0.712
H -2.189 2.997 -0.351
H 0.626 1.835 -0.173
H 1.205 0.346 -1.619
H 1.346 0.000 -4.114
H -0.430 0.071 -4.059
H 0.920 -1.953 -1.065
H 0.555 -4.560 -1.646
H -0.096 -4.601 -4.293
H -0.612 -0.311 0.201
H -2.136 0.606 0.238
```

As for the total charge: 0. As for the SMILES: CCCS(=O)(=O)N1CCC[C@H](C(=O)NCc2ccco2)C1. The calculation puts the HOMO-LUMO gap at 9.288 eV. The calculation puts the LUMO energy at 0.6 eV.

2 is preferred energetically. Next in line: 0.0861 hartree higher.

1 | Density functional theory data (wB97M-V/def2-TZVPD) for a gas-phase ion, C3H8NOS (charge +1).

The geometry in XYZ format:
```
14
C3H8NOS, DFT wB97M-V/def2-TZVPD
S 1.379 -1.961 0.643
N 0.331 -0.682 0.013
C 0.752 0.763 0.106
C -0.473 1.361 -0.561
O -1.562 0.575 -0.049
C -1.070 -0.568 0.587
H 1.698 -2.417 -0.571
H 0.151 -0.835 -0.983
H 0.734 1.035 1.160
H 1.720 0.923 -0.353
H -0.629 2.415 -0.353
H -0.423 1.244 -1.649
H -1.648 -1.456 0.352
H -0.963 -0.396 1.660
```

As for the total charge: +1. As for the SMILES: S[N@@H+]1CCOC1. The calculation puts the HOMO-LUMO gap at 10.795 eV. The calculation puts the LUMO energy at -4.3 eV.

2 | Density functional theory data (wB97M-V/def2-TZVPD) for 2 unconnected molecules or ions with the total composition C3H8NOS.

The geometry in XYZ format:
```
14
C3H8NOS, DFT wB97M-V/def2-TZVPD
C 0.961 -0.949 -1.251
C -1.851 2.798 -1.622
C 1.184 -1.100 1.137
N 0.728 -0.585 -0.051
O 0.035 1.970 -0.203
S -1.379 2.485 -0.096
H 1.285 -1.982 -1.279
H 0.858 -0.445 -2.180
H -1.237 2.422 -2.404
H -2.802 3.260 -1.632
H 0.425 -1.387 1.893
H 1.760 -2.112 0.896
H 1.874 -0.421 1.761
H 0.403 0.538 0.076
```

As for the total charge: +1. The calculation puts the HOMO-LUMO gap at 9.593 eV. The calculation puts the LUMO energy at -4.6 eV.

1 is preferred energetically. Next in line: 0.0383 hartree higher.

1 | Density functional theory data (wB97M-V/def2-TZVPD) for 2 unconnected molecules or ions with the total composition C5H14NO2.

The geometry in XYZ format:
```
22
C5H14NO2, DFT wB97M-V/def2-TZVPD
C -1.265 2.038 1.295
O 0.126 2.019 1.666
C -1.774 0.660 0.947
C -0.934 -0.581 1.301
C -0.044 -0.942 0.102
C -0.256 -1.956 -0.712
N 0.966 -2.331 -1.647
H -1.901 2.477 2.065
H -1.238 2.731 0.434
H 0.277 2.122 2.590
H -2.727 0.488 1.470
H -1.997 0.552 -0.189
H -0.370 -0.307 2.181
H -1.544 -1.473 1.545
H 0.922 -0.316 0.113
H -1.188 -2.397 -1.024
H 1.786 -2.008 -1.138
H 1.010 -1.772 -2.537
H 0.714 -3.275 -1.913
H 3.048 0.497 -2.808
H 2.526 1.461 -1.709
O 2.299 0.762 -2.321
```

As for the total charge: +1. The calculation puts the HOMO-LUMO gap at 10.208 eV. The calculation puts the LUMO energy at -3.3 eV.

2 | Density functional theory data (wB97M-V/def2-TZVPD) for 3 unconnected molecules or ions with the total composition C5H14NO2.

The geometry in XYZ format:
```
22
C5H14NO2, DFT wB97M-V/def2-TZVPD
C 1.035 2.072 1.792
C 0.494 2.321 0.374
C 0.556 1.180 -0.582
C -0.516 0.421 -0.778
N -0.428 -0.710 -1.681
C -1.327 -1.165 -2.450
H 2.115 1.934 1.661
H 0.765 1.089 2.184
H 0.739 2.938 2.342
H 0.922 3.235 -0.063
H -0.516 2.755 0.388
H 1.455 0.960 -1.154
H -1.389 0.366 -0.149
H 0.369 -1.329 -1.540
H -2.283 -0.658 -2.519
H -1.245 -2.169 -2.847
H 1.030 -1.784 0.971
H 1.655 -3.109 0.943
O 1.737 -2.266 1.413
H -2.444 -2.221 0.513
H -1.184 -1.766 1.013
O -1.541 -2.093 0.169
```

As for the total charge: +1. The calculation puts the HOMO-LUMO gap at 9.480 eV. The calculation puts the LUMO energy at -5.0 eV.

1 is preferred energetically. Next in line: 0.0069 hartree higher.

1 | Density functional theory data (wB97M-V/def2-TZVPD) for 2 unconnected molecules or ions with the total composition C5H14NO2.

The geometry in XYZ format:
```
22
C5H14NO2, DFT wB97M-V/def2-TZVPD
C -0.839 -1.801 -1.017
O 0.564 -1.610 -0.960
C -1.615 -0.972 0.021
C -0.996 -0.323 1.256
C 0.427 0.303 1.388
C 0.714 2.619 0.770
N 0.619 1.410 0.406
H -1.197 -1.518 -2.012
H -1.014 -2.874 -0.903
H 1.076 -2.247 -0.468
H -2.409 -1.604 0.431
H -2.026 -0.163 -0.576
H -1.659 0.494 1.597
H -1.074 -1.101 2.024
H 0.511 0.722 2.390
H 1.194 -0.458 1.252
H 0.877 3.394 0.014
H 0.396 2.979 1.750
H 0.809 1.168 -0.587
H 1.434 0.196 -2.813
H 2.530 0.548 -1.807
O 1.678 0.837 -2.157
```

As for the total charge: +1. The calculation puts the HOMO-LUMO gap at 9.423 eV. The calculation puts the LUMO energy at -4.5 eV.

2 | Density functional theory data (wB97M-V/def2-TZVPD) for 2 unconnected molecules or ions with the total composition C5H14NO2.

The geometry in XYZ format:
```
22
C5H14NO2, DFT wB97M-V/def2-TZVPD
C 2.155 -1.030 -0.657
O 2.197 -0.911 -2.052
C 0.711 -0.829 -0.078
C 0.869 0.015 1.317
C -0.427 0.789 1.358
C -0.464 2.095 1.577
N -0.325 -0.280 -1.050
H 2.603 -1.979 -0.324
H 2.733 -0.188 -0.294
H 2.573 -1.483 -2.711
H 0.497 -1.938 0.203
H 1.796 0.682 1.369
H 0.955 -0.603 2.234
H -1.426 0.209 1.147
H 0.315 2.865 1.976
H -1.371 2.556 1.672
H -0.767 -1.126 -1.554
H -1.197 0.347 -0.655
H 0.158 0.246 -1.791
H -3.924 0.131 0.258
H -4.108 -0.003 -1.304
O -3.554 0.433 -0.639
```

As for the total charge: +1. The calculation puts the HOMO-LUMO gap at 10.453 eV. The calculation puts the LUMO energy at -3.2 eV.

3 | Density functional theory data (wB97M-V/def2-TZVPD) for 3 unconnected molecules or ions with the total composition C5H14NO2.

The geometry in XYZ format:
```
22
C5H14NO2, DFT wB97M-V/def2-TZVPD
C -2.642 1.989 6.741
C -2.438 3.016 5.631
C -1.029 3.628 5.601
C -1.899 5.377 4.181
C -1.150 5.128 5.368
O -1.890 5.659 6.561
N -2.749 2.422 4.351
H -2.444 2.412 7.670
H -2.023 1.179 6.570
H -3.700 1.622 6.725
H -3.052 3.916 5.787
H -0.499 3.220 4.736
H -0.499 3.470 6.536
H -2.834 5.832 4.182
H -1.339 5.244 3.285
H -0.164 5.614 5.372
H -2.737 3.100 3.652
H -1.813 6.536 6.497
H -3.635 1.984 4.387
H 12.863 -23.913 -34.722
H 12.172 -23.259 -33.650
O 13.499 -24.174 -35.461
```

As for the total charge: +1. The calculation puts the HOMO-LUMO gap at 3.029 eV. The calculation puts the LUMO energy at -8.3 eV.

4 | Density functional theory data (wB97M-V/def2-TZVPD) for 2 unconnected molecules or ions with the total composition C5H14NO2.

The geometry in XYZ format:
```
22
C5H14NO2, DFT wB97M-V/def2-TZVPD
C 1.974 1.026 1.226
O 0.639 0.674 1.651
C 2.403 -0.198 0.436
C 1.499 -0.343 -0.789
C 0.150 -0.935 -0.433
C -0.798 -0.634 -1.315
N -2.222 -1.180 -1.071
H 1.916 1.844 0.446
H 2.542 1.428 2.065
H 0.118 1.462 1.830
H 3.439 -0.041 0.080
H 2.451 -1.067 1.093
H 1.433 0.551 -1.385
H 1.890 -1.123 -1.500
H 0.154 -1.401 0.552
H -0.904 -0.348 -2.341
H -2.193 -2.045 -0.531
H -2.689 -1.352 -1.961
H -2.780 -0.558 -0.495
H -2.917 1.868 0.240
H -3.029 1.373 1.560
O -3.076 1.001 0.643
```

As for the total charge: +1. The calculation puts the HOMO-LUMO gap at 10.353 eV. The calculation puts the LUMO energy at -3.1 eV.

1 is preferred energetically. Next in line: 0.0136 hartree higher.

1 | Density functional theory data (wB97M-V/def2-TZVPD) for 2 unconnected molecules or ions with the total composition C5H14NO2.

The geometry in XYZ format:
```
22
C5H14NO2, DFT wB97M-V/def2-TZVPD
O -0.669 2.473 -0.813
C -0.225 1.408 -1.647
C -0.540 0.130 -0.903
N -0.136 0.296 0.562
C 1.171 -0.438 0.822
C 1.468 -1.212 -0.470
C 0.214 -1.122 -1.356
H -0.204 3.292 -1.020
H -0.773 1.443 -2.591
H 0.850 1.464 -1.850
H -1.600 -0.106 -0.898
H -0.108 1.314 0.690
H -0.883 -0.152 1.074
H 0.947 -1.082 1.652
H 1.926 0.275 1.070
H 1.694 -2.269 -0.362
H 2.338 -0.711 -0.898
H 0.469 -1.116 -2.418
H -0.427 -1.992 -1.217
H -2.317 -0.958 3.022
H -1.658 -0.485 4.256
O -1.539 -0.451 3.295
```

As for the total charge: +1. The calculation puts the HOMO-LUMO gap at 12.126 eV. The calculation puts the LUMO energy at -2.9 eV.

2 | Density functional theory data (wB97M-V/def2-TZVPD) for 3 unconnected molecules or ions with the total composition C5H14NO2.

The geometry in XYZ format:
```
22
C5H14NO2, DFT wB97M-V/def2-TZVPD
C 0.940 2.537 1.669
C 1.699 1.431 0.854
C 0.984 0.109 0.745
C 1.242 -0.824 1.634
C -0.357 0.756 -1.123
N -0.021 -0.105 -0.239
H 0.930 2.147 2.696
H 1.367 3.557 1.731
H -0.120 2.702 1.411
H 1.865 1.801 -0.185
H 2.698 1.372 1.246
H 1.873 -0.887 2.500
H 0.874 -1.890 1.493
H -1.216 0.570 -1.738
H 0.020 1.748 -1.249
H -0.339 -1.102 -0.292
H -3.169 -0.979 -2.384
H -3.254 -0.860 -0.889
O -2.633 -0.724 -1.619
H -1.354 -2.381 -1.804
H 0.012 -2.944 -1.591
O -0.731 -2.547 -1.100
```

As for the total charge: +1. The calculation puts the HOMO-LUMO gap at 9.389 eV. The calculation puts the LUMO energy at -4.5 eV.

1 is preferred energetically. Next in line: 0.0603 hartree higher.

1 | Density functional theory data (wB97M-V/def2-TZVPD) for H2N2O2 in the gas phase.

The geometry in XYZ format:
```
6
H2N2O2, DFT wB97M-V/def2-TZVPD
N -0.763 0.038 0.251
N 0.771 0.094 0.027
O 1.174 -0.998 -0.124
O 1.242 1.175 -0.029
H -1.076 -0.856 0.211
H -1.348 0.546 -0.336
```

As for the total charge: 0. As for the SMILES: N[N+](=O)[O-]. The calculation puts the HOMO-LUMO gap at 11.441 eV. The calculation puts the LUMO energy at 0.5 eV.

2 | Density functional theory data (wB97M-V/def2-TZVPD) for 2 unconnected molecules or ions with the total composition H2N2O2.

The geometry in XYZ format:
```
6
H2N2O2, DFT wB97M-V/def2-TZVPD
N 1.490 -0.084 -0.349
N 2.077 0.812 -0.118
O -1.966 0.053 -0.337
O -0.514 0.457 0.046
H -2.366 -0.547 0.330
H 0.169 -0.357 0.372
```

As for the total charge: 0. As for the SMILES: N#N.OO. The calculation puts the HOMO-LUMO gap at 10.993 eV. The calculation puts the LUMO energy at 0.5 eV.

2 is preferred energetically. Next in line: 0.0033 hartree higher.

1 | Density functional theory data (wB97M-V/def2-TZVPD) for C4H2F2 in the gas phase.

The geometry in XYZ format:
```
8
C4H2F2, DFT wB97M-V/def2-TZVPD
C 0.617 2.323 -0.078
C 0.374 1.168 0.043
C 0.601 -0.359 0.005
C -0.798 -0.576 0.095
F -1.631 -0.743 1.162
F -1.419 -0.454 -1.014
H 0.995 -0.508 -0.977
H 1.261 -0.850 0.764
```

As for the total charge: 0. The calculation puts the HOMO-LUMO gap (alpha / beta) at 7.615 / 7.614 eV. The calculation puts the LUMO energy (alpha / beta) at -1.5 / -1.5 eV.

2 | Density functional theory data (wB97M-V/def2-TZVPD) for 2 unconnected molecules or ions with the total composition C4H2F2.

The geometry in XYZ format:
```
8
C4H2F2, DFT wB97M-V/def2-TZVPD
C -2.193 -1.666 0.240
C -1.186 -1.033 -0.244
C -0.264 -0.275 -1.169
C 0.213 -0.511 -0.025
F 1.192 2.351 1.025
F 1.084 -0.420 0.924
H -0.223 0.139 -2.110
H 1.378 1.415 1.359
```

As for the total charge: 0. The calculation puts the HOMO-LUMO gap at 8.755 eV. The calculation puts the LUMO energy at -0.7 eV.

1 is preferred energetically. Next in line: 0.0138 hartree higher.